Version w
{"formula": "C4H8N4", "method": "ωB97M-V/def2-TZVPD", "elements": ["N", "N", "N", "N", "C", "C", "C", "C", "H", "H", "H", "H", "H", "H", "H", "H"], "positions_angstrom": [[0.476, -2.759, -0.717], [0.143, -1.460, -0.155], [-0.461, 0.984, 0.915], [-0.230, 2.228, 1.234], [-0.619, 3.299, 0.081], [0.292, -1.166, 1.093], [0.298, -2.983, -1.965], [0.204, 0.074, 1.773], [0.598, -2.101, 1.465], [0.434, -2.238, -2.761], [0.993, -3.715, -2.597], [-0.467, 2.625, -0.801], [-1.650, 3.630, 0.310], [0.198, 4.232, 0.071], [0.205, 0.124, 2.881], [-0.412, -0.775, -0.827]], "mulliken_charge": [-0.610, 0.025, 0.010, -0.452, -0.542, 0.118, -0.302, -0.495, 0.445, 0.227, 0.216, 0.260, 0.226, 0.205, 0.287, 0.385], "e_homo_ev": -7.92, "multiplicity": 1, "total_charge": 0}

=====

Version x
{"formula": "C4H8N4", "method": "ωB97M-V/def2-TZVPD", "elements": ["N", "N", "N", "N", "C", "C", "C", "C", "H", "H", "H", "H", "H", "H", "H", "H"], "positions_angstrom": [[1.187, -0.378, 1.085], [-0.253, -0.609, -0.550], [0.439, 1.531, 0.239], [-0.182, 2.376, -0.690], [-0.225, -1.782, 0.271], [0.360, 0.353, 0.216], [-1.418, -0.271, -1.539], [0.513, -1.749, 1.337], [-0.682, -2.551, -0.336], [-1.363, -1.235, -2.277], [0.677, -2.634, 2.062], [-1.082, 0.723, -1.724], [-2.491, -0.258, -1.180], [0.649, 3.100, -0.822], [1.567, 0.157, 2.082], [-0.990, 2.947, -0.107]], "mulliken_charge": [-0.386, 0.057, -0.341, -0.604, -0.207, 0.307, -0.864, -0.395, 0.292, 0.258, 0.291, 0.505, 0.224, 0.297, 0.316, 0.248], "e_homo_ev": -7.66, "multiplicity": 1, "total_charge": 0}

=====

In terms of stability, version x leads; the second structure lies 1.693 eV higher.

=====

Version w
{"formula": "C4H8N4", "method": "ωB97M-V/def2-TZVPD", "elements": ["N", "N", "N", "N", "C", "C", "C", "C", "H", "H", "H", "H", "H", "H", "H", "H"], "positions_angstrom": [[2.317, 1.116, 0.201], [-0.749, -0.111, 1.515], [-0.639, -0.411, -1.522], [0.925, 0.573, -0.060], [0.375, 0.449, 1.151], [-1.621, -0.652, -0.610], [0.467, 0.127, -1.291], [-1.398, -1.054, 0.720], [2.655, 1.422, -1.092], [1.083, 0.392, -2.153], [1.106, 0.982, 1.760], [-0.725, -1.917, 0.637], [-2.435, -1.216, 1.410], [2.689, -0.014, 0.359], [-1.911, 0.320, -0.616], [-2.378, -1.362, -1.066]], "mulliken_charge": [-0.760, -0.621, -0.539, 0.066, 0.012, -0.530, 0.138, -0.308, 0.332, 0.189, 0.468, 0.277, 0.255, 0.324, 0.431, 0.269], "e_homo_ev": -8.64, "multiplicity": 1, "total_charge": 0}

=====

Version x
{"formula": "C4H8N4", "method": "ωB97M-V/def2-TZVPD", "elements": ["N", "N", "N", "N", "C", "C", "C", "C", "H", "H", "H", "H", "H", "H", "H", "H"], "positions_angstrom": [[-0.317, 0.015, -0.210], [3.648, -0.380, 0.457], [-1.634, 0.492, -0.228], [1.766, 0.927, -0.171], [-2.365, 0.061, 0.894], [2.337, -0.391, -0.384], [0.445, 1.036, -0.338], [-2.356, -0.751, -0.508], [-0.226, 1.992, -0.457], [-1.719, -0.630, 1.765], [-1.453, -1.490, -0.511], [3.742, -1.595, 0.366], [2.433, 1.935, 0.161], [-3.031, -0.554, -1.495], [-3.072, 0.825, 1.354], [1.802, -1.491, -0.696]], "mulliken_charge": [-0.342, -0.493, -0.172, -0.212, -0.413, -0.053, -0.165, -0.355, 0.394, 0.206, 0.240, 0.230, 0.397, 0.242, 0.236, 0.261], "e_homo_ev": -8.52, "multiplicity": 1, "total_charge": 0}

=====

In terms of stability, version w leads; the second structure lies 3.128 eV higher.

=====

Version w
{"formula": "C6H6N", "method": "ωB97M-V/def2-TZVPD", "elements": ["N", "C", "C", "C", "C", "C", "C", "H", "H", "H", "H", "H", "H"], "positions_angstrom": [[0.214, -1.312, 1.001], [-0.218, 0.920, -1.588], [-0.133, 1.117, -0.096], [0.514, -0.496, 1.976], [-0.305, 1.977, 0.913], [-0.431, -0.538, -1.484], [-0.139, -0.506, -0.125], [0.599, -0.751, 3.041], [0.799, 0.464, 1.638], [0.254, -2.276, 1.004], [-1.038, 1.458, -1.972], [-0.764, -1.334, -2.111], [0.649, 1.276, -2.195]], "mulliken_charge": [0.056, -0.287, 0.072, -0.159, -0.506, -0.417, 0.360, 0.318, 0.341, 0.205, 0.302, 0.434, 0.280], "e_homo_ev": -14.16, "multiplicity": 1, "total_charge": 1}

=====

Version x
{"formula": "C6H6N", "method": "ωB97M-V/def2-TZVPD", "elements": ["N", "C", "C", "C", "C", "C", "C", "H", "H", "H", "H", "H", "H"], "positions_angstrom": [[-1.488, 0.695, 0.757], [0.443, -0.169, -0.252], [0.458, -0.372, -1.713], [-0.885, -0.658, -1.160], [-0.005, 0.768, 0.919], [0.759, -0.657, 1.042], [-1.571, 0.078, -0.380], [1.749, -0.370, 1.325], [0.575, 0.493, -2.338], [0.567, 1.628, 0.981], [-2.159, 1.254, 1.290], [1.089, -1.168, -1.975], [0.467, -1.524, 1.504]], "mulliken_charge": [-0.143, 0.615, -0.175, -0.231, -0.311, -0.683, 0.199, 0.267, 0.241, 0.359, 0.271, 0.262, 0.329], "e_homo_ev": -14.32, "multiplicity": 1, "total_charge": 1}

=====

Version y
{"formula": "C6H6N", "method": "ωB97M-V/def2-TZVPD", "elements": ["N", "C", "C", "C", "C", "C", "C", "H", "H", "H", "H", "H", "H"], "positions_angstrom": [[0.029, 0.548, -0.005], [-3.501, -0.602, -0.045], [1.496, 0.251, 0.263], [-1.050, 0.079, -0.103], [2.534, 0.575, -0.733], [1.619, -0.460, 1.329], [-2.228, -0.476, -0.125], [1.158, -0.576, 2.226], [2.338, 1.591, -1.032], [2.430, -0.169, -1.426], [3.443, 0.635, -0.249], [-4.029, -1.350, 0.473], [-4.240, -0.045, -0.574]], "mulliken_charge": [-0.141, -0.606, 0.438, 0.960, -1.098, -0.439, -0.186, 0.407, 0.371, 0.346, 0.371, 0.293, 0.284], "e_homo_ev": [-14.56, -14.13], "multiplicity": 1, "total_charge": 1}

=====

Version z
{"formula": "C6H6N", "method": "ωB97M-V/def2-TZVPD", "elements": ["N", "C", "C", "C", "C", "C", "C", "H", "H", "H", "H", "H", "H"], "positions_angstrom": [[-0.399, 1.338, -0.045], [-3.515, -1.114, 0.218], [-2.507, -0.250, 0.208], [1.401, -0.704, -0.858], [-1.725, 0.723, -0.011], [1.159, -0.727, 0.693], [0.877, 0.468, 0.001], [2.152, -0.642, 1.265], [2.454, -0.681, -1.158], [-0.483, 1.922, 0.766], [0.540, -1.422, 1.156], [-0.537, 2.093, -0.782], [0.584, -1.005, -1.454]], "mulliken_charge": [0.002, -0.624, 0.219, -0.467, 0.337, -0.418, -0.027, 0.236, 0.246, 0.415, 0.341, 0.449, 0.290], "e_homo_ev": [-13.76, -14.14], "multiplicity": 1, "total_charge": 1}

=====

In terms of stability, version x leads; the second structure lies 0.241 eV higher.

=====

Version w
{"formula": "CH2N2OS2", "method": "ωB97M-V/def2-TZVPD", "elements": ["S", "S", "O", "N", "N", "C", "H", "H"], "positions_angstrom": [[-1.762, 1.106, 0.214], [-1.663, -0.877, 0.275], [-3.068, 1.440, -0.301], [0.786, -0.789, -0.417], [-0.226, -1.386, -0.192], [1.651, -0.037, 0.036], [1.883, 0.298, 1.041], [2.400, 0.245, -0.656]], "mulliken_charge": [0.308, 0.141, -0.468, 0.066, -0.321, -0.244, 0.276, 0.242], "e_homo_ev": [-8.50, -7.80], "multiplicity": 1, "total_charge": 0}

=====

Version x
{"formula": "CH2N2OS2", "method": "ωB97M-V/def2-TZVPD", "elements": ["S", "S", "O", "N", "N", "C", "H", "H"], "positions_angstrom": [[-0.783, -2.141, -1.031], [-1.037, -0.197, 1.104], [1.636, 2.687, -0.617], [1.342, 1.615, 1.337], [1.410, 2.083, 0.336], [-0.778, -0.508, -0.563], [-0.661, -1.967, -2.299], [-1.129, -1.572, 1.732]], "mulliken_charge": [-0.112, -0.114, -0.546, -0.350, 0.904, -0.058, 0.158, 0.118], "e_homo_ev": -9.21, "multiplicity": 1, "total_charge": 0}

=====

In terms of stability, version x leads; the second structure lies 0.170 eV higher.